{
  "formula": "C46H116Cl4N15O11P5",
  "method": "the ωB97M-V functional and the def2-TZVPD basis",
  "e_lumo_ev": 0.023,
  "e_homo_ev": -7.97,
  "charge": 0,
  "gap_ev": 7.99,
  "smiles": "CN(C)P(=O)(N(C)C)N(C)C.CN(C)P(=O)(N(C)C)N(C)C.CN(C)P(=O)(N(C)C)N(C)C.CN(C)P(=O)(N(C)C)N(C)C.CN(C)P(=O)(N(C)C)N(C)C.O=C1CCCO1.O=C1CCCO1.O=C1CCCO1.ClCCCl.ClCCCl",
  "species": ["C", "N", "C", "P", "O", "N", "C", "C", "N", "C", "C", "H", "H", "H", "H", "H", "H", "H", "H", "H", "H", "H", "H", "H", "H", "H", "H", "H", "H", "C", "N", "C", "P", "O", "N", "C", "C", "N", "C", "C", "H", "H", "H", "H", "H", "H", "H", "H", "H", "H", "H", "H", "H", "H", "H", "H", "H", "H", "C", "N", "C", "P", "O", "N", "C", "C", "N", "C", "C", "H", "H", "H", "H", "H", "H", "H", "H", "H", "H", "H", "H", "H", "H", "H", "H", "H", "H", "C", "N", "C", "P", "O", "N", "C", "C", "N", "C", "C", "H", "H", "H", "H", "H", "H", "H", "H", "H", "H", "H", "H", "H", "H", "H", "H", "H", "H", "C", "N", "C", "P", "O", "N", "C", "C", "N", "C", "C", "H", "H", "H", "H", "H", "H", "H", "H", "H", "H", "H", "H", "H", "H", "H", "H", "H", "H", "O", "C", "C", "C", "C", "O", "H", "H", "H", "H", "H", "H", "O", "C", "C", "C", "C", "O", "H", "H", "H", "H", "H", "H", "O", "C", "C", "C", "C", "O", "H", "H", "H", "H", "H", "H", "Cl", "C", "C", "Cl", "H", "H", "H", "H", "Cl", "C", "C", "Cl", "H", "H", "H", "H"],
  "xyz": [[8.2057, 11.2796, 8.2661], [8.1393, 11.0589, 9.7071], [9.3491, 11.6295, 10.3541], [6.6338, 11.3033, 10.4294], [6.0766, 12.6576, 10.1920], [5.6313, 10.1773, 9.6867], [5.7371, 8.7298, 9.8328], [4.7353, 10.6301, 8.6329], [6.8591, 10.8117, 12.0119], [7.3907, 9.5199, 12.3966], [6.3393, 11.6853, 13.0635], [7.5474, 10.6049, 7.7233], [9.2222, 11.1579, 7.8904], [7.9422, 12.3156, 8.0216], [9.2021, 12.7110, 10.3878], [10.2278, 11.2894, 9.8161], [9.4531, 11.2814, 11.3829], [6.7536, 8.3624, 9.6730], [5.4011, 8.4550, 10.8330], [5.1043, 8.2011, 9.1222], [5.2439, 10.5975, 7.6613], [3.8002, 10.0703, 8.5651], [4.4288, 11.6507, 8.8658], [6.6748, 8.8314, 12.8557], [7.8282, 9.0273, 11.5344], [8.1648, 9.7109, 13.1476], [5.6081, 12.3715, 12.6381], [7.1222, 12.2916, 13.5237], [5.8284, 11.0613, 13.7979], [4.8426, 18.7896, 3.9233], [4.5536, 18.4968, 5.3103], [5.6943, 18.1094, 6.1126], [3.0207, 18.7934, 5.9268], [2.0455, 19.1204, 4.8689], [2.6440, 17.3934, 6.7774], [1.5085, 17.4323, 7.7140], [2.9427, 16.0768, 6.2541], [3.1478, 20.0264, 7.0778], [3.1707, 21.4379, 6.7447], [3.6499, 19.7107, 8.4208], [5.2564, 17.8958, 3.4411], [5.6035, 19.5775, 3.8521], [3.9927, 19.1185, 3.3298], [5.5831, 18.3986, 7.1586], [6.6294, 18.6030, 5.8349], [5.7859, 17.0232, 6.0017], [1.6343, 16.5973, 8.3971], [1.5269, 18.3762, 8.2626], [0.5663, 17.5149, 7.1634], [2.6481, 15.3328, 6.9940], [2.4380, 15.8667, 5.3059], [4.0034, 15.9088, 6.0561], [4.2042, 21.6766, 6.4654], [2.4540, 21.7102, 5.9742], [2.9079, 21.9931, 7.6472], [3.0072, 20.1964, 9.1584], [4.6776, 20.0785, 8.5206], [3.6741, 18.6400, 8.6009], [9.5161, 8.9933, 1.1018], [9.3803, 10.1034, 2.0297], [10.3410, 11.2047, 1.8172], [8.2028, 10.2336, 3.2083], [8.3700, 11.4266, 4.0614], [6.7599, 10.1439, 2.3134], [6.2976, 11.3530, 1.6218], [6.1526, 8.8943, 1.8398], [8.2087, 8.7814, 4.1335], [7.4676, 8.8168, 5.3727], [8.8985, 7.5551, 3.7459], [8.5990, 8.4307, 0.9585], [10.3450, 8.3228, 1.3569], [9.8174, 9.4146, 0.1386], [9.7627, 12.1307, 1.7799], [10.9153, 11.0328, 0.9153], [10.9905, 11.3495, 2.6837], [7.0399, 11.5276, 0.8323], [5.3045, 11.1328, 1.2329], [6.2628, 12.2286, 2.2696], [5.0807, 9.0735, 1.8016], [6.5163, 8.7028, 0.8240], [6.3633, 8.0276, 2.4614], [7.9332, 9.4176, 6.1512], [6.4130, 9.0792, 5.2262], [7.3480, 7.8150, 5.7992], [8.4631, 6.7580, 4.3492], [9.9612, 7.5970, 4.0062], [8.8059, 7.3212, 2.6920], [2.9756, 19.8689, 0.0240], [3.5407, 18.5855, 0.3985], [4.9894, 18.6038, 0.5948], [2.8763, 17.1990, -0.2796], [3.2257, 16.9057, -1.6675], [3.3355, 15.9426, 0.7794], [3.2576, 14.5860, 0.2349], [3.5820, 16.0753, 2.2034], [1.2316, 17.3458, -0.0101], [0.6443, 17.9122, 1.1963], [0.2762, 16.6923, -0.8927], [2.9725, 20.5749, 0.8613], [1.9163, 19.7785, -0.2158], [3.5235, 20.3070, -0.8142], [5.2082, 19.2620, 1.4378], [5.5503, 18.9441, -0.2778], [5.2938, 17.6012, 0.8891], [3.2669, 14.5879, -0.8522], [4.1166, 13.9618, 0.5068], [2.3609, 14.1391, 0.6772], [3.2576, 15.1858, 2.7442], [4.6048, 16.3837, 2.4283], [2.9138, 16.8706, 2.5540], [1.3603, 18.5397, 1.7285], [-0.2017, 18.5722, 0.9905], [0.3151, 17.1230, 1.8787], [-0.7056, 17.1570, -0.8153], [0.1595, 15.6276, -0.6559], [0.6324, 16.7393, -1.9217], [10.7480, 13.7752, 4.1746], [10.4469, 14.1733, 5.5488], [9.0325, 14.0279, 5.8951], [11.5767, 14.1623, 6.8071], [11.1392, 14.9237, 8.0038], [11.8870, 12.5000, 7.0739], [11.9588, 11.5479, 5.9727], [12.5897, 12.1148, 8.2837], [12.9055, 14.8042, 5.9528], [12.9115, 16.1958, 5.6059], [14.2106, 14.2801, 6.3421], [10.8084, 12.6917, 4.1178], [11.6551, 14.2155, 3.7644], [9.9268, 14.0985, 3.5334], [8.2947, 14.5946, 5.3388], [8.9343, 14.4101, 6.9186], [8.8167, 12.9620, 5.9950], [10.9452, 11.2710, 5.6738], [12.5579, 11.8936, 5.1267], [12.4590, 10.6419, 6.3185], [13.6733, 12.2896, 8.2403], [12.2334, 12.7358, 9.1094], [12.4607, 11.0715, 8.5763], [13.6562, 16.3326, 4.8171], [11.9113, 16.4573, 5.2497], [13.1350, 16.8973, 6.4216], [14.9737, 14.5869, 5.6218], [14.2670, 13.1926, 6.3250], [14.4993, 14.6637, 7.3275], [7.5784, 18.4136, 10.4324], [7.0715, 17.3600, 10.2005], [7.7216, 16.0756, 9.7308], [6.5948, 15.5221, 8.8452], [5.3883, 15.8669, 9.7239], [5.7194, 17.2041, 10.1453], [8.6650, 16.3144, 9.2390], [8.0376, 15.4312, 10.5550], [6.6547, 16.1430, 7.9517], [6.6744, 14.4538, 8.6534], [4.4614, 15.9135, 9.1504], [5.2418, 15.2215, 10.5884], [9.4969, 14.4962, 0.0517], [9.0608, 15.2514, 0.8644], [7.5953, 15.5367, 1.1677], [7.7362, 16.6767, 2.1936], [9.2236, 16.9019, 2.4827], [9.9128, 16.0343, 1.5764], [7.0564, 15.8219, 0.2698], [7.0865, 14.7533, 1.7259], [7.2725, 17.5882, 1.8174], [7.3133, 16.4714, 3.1767], [9.5460, 17.9279, 2.3202], [9.4372, 16.5752, 3.5018], [2.9313, 8.2588, 1.5087], [2.1247, 8.8801, 2.1366], [2.2210, 10.3586, 2.4989], [1.2788, 10.3989, 3.6950], [0.2520, 9.3323, 3.3575], [0.9978, 8.3428, 2.6355], [3.2662, 10.5426, 2.7431], [1.9700, 10.9548, 1.6218], [1.8184, 10.1283, 4.6035], [0.8388, 11.3850, 3.8386], [-0.1806, 8.8850, 4.2486], [-0.5165, 9.7351, 2.6939], [2.9845, 13.0661, 5.1028], [4.6283, 12.3887, 5.2353], [5.6081, 13.4886, 5.5938], [5.9046, 14.4975, 4.1917], [4.8582, 11.8884, 4.2978], [4.6066, 11.6345, 6.0210], [6.5798, 13.0345, 5.8003], [5.3350, 14.0891, 6.4578], [-1.2170, 13.6346, 6.6593], [0.1292, 13.0138, 7.6443], [-0.3468, 11.8930, 8.5711], [-0.6965, 12.5412, 10.1876], [0.5240, 13.8698, 8.1851], [0.8777, 12.7004, 6.9211], [0.4731, 11.1866, 8.6908], [-1.2074, 11.3961, 8.1362]],
  "mulliken_charge": [-0.0442, 0.3220, -0.6329, 0.2900, -0.8271, 0.3313, -1.0666, -0.9357, 0.3164, -1.2487, -1.0648, -0.5098, 0.1340, 0.1726, 0.1828, 0.2530, 0.2668, 0.3400, 0.2542, 0.4541, 0.0021, 0.5725, 0.2851, 0.3139, 0.3797, 0.4401, 0.2992, 0.2742, 0.3518, -1.0614, 0.7706, -0.7393, 0.2605, -0.9772, 0.9144, -1.1320, -1.2026, 0.3307, -1.0851, -1.2543, 0.0960, 0.4211, 0.3539, -0.1349, 0.4904, -0.0212, 0.3364, 0.4906, 0.2573, 0.3569, 0.2547, -0.0580, 0.3297, 0.2710, 0.3527, 0.3632, 0.4025, 0.3318, -1.2259, 0.6247, -0.7193, -1.6348, 0.1511, 1.1805, -1.1930, -0.5621, 0.4010, -1.1444, -0.8961, 0.3956, 0.3289, 0.3867, 0.1429, 0.5173, 0.0433, 0.4105, 0.5443, -0.1607, -0.0396, 0.2844, 0.2632, 0.2260, 0.1867, 0.4952, 0.3305, 0.2247, 0.3936, -1.1061, 0.7569, -0.8689, 0.4393, -0.9476, 0.5688, -0.9421, -0.0795, 0.3039, -1.0507, -1.0263, 0.2548, 0.4351, 0.2888, 0.3576, 0.4073, -0.3303, 0.4127, -0.0001, 0.3565, 0.4862, -0.7404, 0.0346, 0.2800, 0.3566, 0.3114, 0.3265, 0.2905, 0.3197, 0.0348, 1.2128, 0.1478, 0.2805, -0.8795, 0.7828, -1.3475, -1.3974, 0.4469, -0.9394, -1.0705, -0.6038, 0.3221, -0.4587, -0.4164, 0.0409, -0.3426, 0.1038, 0.3985, 0.6023, 0.3186, 0.3869, 0.4457, 0.3729, 0.1932, 0.2845, 0.3609, 0.2788, 0.3146, -0.6152, 0.4828, -0.4959, 1.6148, -0.0815, -0.3856, 0.1604, 0.2787, -0.3159, -0.7660, 0.0115, 0.1455, -0.6231, 0.4262, 0.4758, 0.8815, -0.2584, -0.4258, 0.5056, -0.6313, -0.0320, -0.7435, 0.3586, 0.0464, -0.6002, 0.4833, 0.8826, -0.2330, -0.5679, -0.3947, -0.8345, 0.2223, 0.1261, 0.2644, 0.3613, 0.2879, -0.1677, 0.9053, 0.8983, 0.9412, -0.5887, -0.3105, -0.8361, -0.2344, -0.2215, 0.4445, -0.2749, -0.1963, 0.1126, -0.3655, 0.1797, 0.3546]
}